Entry from the Open Molecules 2025 dataset: 14 unconnected molecules or ions with the total composition C23H64BO21 (ωB97M-V/def2-TZVPD).

Each line ends with the Mulliken charge.
Geometry (Å):
H  1.420  -5.533  0.796  0.090
O  -4.223  -0.085  -2.007  -0.604
C  -1.350  -1.321  -0.047  -0.386
C  -3.874  4.797  -1.280  -0.344
C  -2.488  4.449  -1.806  -0.540
H  -0.696  5.537  1.854  0.475
O  1.021  4.498  6.717  -0.529
C  0.368  2.671  -0.761  0.572
H  5.073  -1.544  0.276  0.475
H  -1.737  5.031  -1.277  0.198
H  0.981  3.334  3.608  -0.053
H  -4.022  4.398  -0.277  0.329
H  -0.502  -1.822  3.874  0.178
H  4.392  3.301  3.640  0.310
O  -2.189  -2.155  -0.226  0.260
O  0.518  -2.655  0.860  -0.384
C  1.697  -3.884  -3.365  -0.941
H  0.992  -2.310  -2.156  -0.506
O  3.474  -1.582  1.513  -0.651
H  -3.381  -2.651  2.103  0.128
H  2.130  -0.023  -3.054  -0.288
H  1.935  -4.628  -0.652  -0.127
B  -0.203  0.635  0.096  0.862
C  -4.012  -1.212  -2.866  0.667
C  -5.110  -1.255  -3.903  -1.448
H  -5.081  -0.449  -4.637  0.334
H  2.126  -4.616  -2.687  0.103
H  -1.814  6.356  2.503  0.297
H  1.255  -1.985  3.966  0.171
H  0.676  2.363  5.106  0.365
C  -4.413  -2.310  1.979  -0.337
C  1.183  3.224  4.674  -0.509
C  2.439  1.639  -4.205  -1.297
H  5.732  4.195  1.629  0.418
H  3.430  1.329  -4.529  0.318
H  -2.333  -6.615  1.214  0.367
O  1.578  -6.678  -0.861  -0.516
C  -1.749  -6.056  0.481  -0.598
C  1.555  0.476  -3.856  1.014
H  3.049  -5.767  0.272  0.363
H  -4.637  4.576  -2.027  0.244
H  -1.300  -5.256  1.077  -0.088
O  -0.974  6.448  2.043  -0.653
C  2.041  -5.558  -0.099  -0.105
H  -4.060  -2.146  -2.302  -0.043
C  3.787  0.068  -0.326  0.210
H  2.515  -1.541  1.492  0.225
H  -0.924  -6.665  0.100  0.243
H  -2.383  4.645  -2.873  0.373
O  0.442  1.383  -1.001  0.101
H  2.485  -3.220  -3.722  0.294
H  0.233  -3.902  3.020  0.293
H  -5.031  -2.225  -4.398  0.365
C  0.732  4.531  5.330  -0.252
O  1.397  -0.428  -4.936  -0.661
H  1.001  5.395  7.060  0.298
C  -2.609  -5.457  -0.605  0.254
O  -1.389  -0.059  -0.407  -0.286
H  4.196  0.109  -1.338  0.351
H  5.477  2.537  0.945  0.328
H  -4.827  -2.741  1.065  0.236
C  0.055  -1.598  0.528  0.460
H  2.898  3.095  1.268  -0.415
O  -3.617  -4.631  0.008  -0.655
O  0.624  3.560  -1.513  -0.749
H  2.174  -6.795  -1.606  0.274
H  1.030  -1.234  -4.538  0.275
H  0.590  0.741  -3.417  0.029
H  1.397  5.118  -0.742  0.360
H  4.404  0.738  0.280  -0.263
H  1.363  -4.452  -4.239  0.399
H  1.157  5.916  0.543  0.300
H  4.962  3.961  0.075  0.328
H  3.375  4.536  2.040  0.376
C  0.536  -3.067  -2.802  0.985
H  2.257  3.106  4.779  0.177
O  1.686  5.917  -0.260  -0.728
H  2.789  0.491  -0.298  -0.289
O  -0.537  1.650  1.128  -0.840
H  2.444  2.363  -3.384  0.233
H  -4.329  -1.247  1.735  0.186
H  -6.083  -1.173  -3.416  0.339
O  3.899  2.754  3.022  -0.520
O  0.696  -0.452  0.572  -0.011
O  -0.095  3.820  1.358  -0.443
H  3.533  -2.073  -0.452  0.013
O  -5.183  -2.469  3.153  -0.574
O  -0.213  -2.432  -3.826  -0.629
H  -3.658  -0.219  -1.237  0.279
C  4.001  -1.345  0.233  -0.220
H  -3.305  -3.724  0.076  0.322
H  -3.026  -1.136  -3.332  0.091
H  -2.081  -4.749  -1.256  -0.298
H  -5.269  -3.419  3.286  0.307
H  1.321  5.304  4.826  0.276
H  2.024  2.297  -4.982  0.367
O  0.194  -3.794  3.976  -0.582
C  -0.088  2.813  0.714  0.115
H  -3.122  -6.197  -1.222  0.340
H  -0.926  -3.011  -4.109  0.323
H  0.331  -2.259  5.362  0.364
C  5.064  3.532  1.077  -1.355
C  0.306  -2.432  4.286  -0.474
H  -0.103  -3.630  -2.117  0.003
C  3.735  3.525  1.822  0.542
H  -4.581  6.414  -0.445  0.284
O  -3.931  6.254  -1.135  -0.533
H  -0.324  4.681  5.083  0.234
H  -2.394  3.365  -1.704  0.034

## Properties
2S+1 = 1
HOMO energy = -7.69 eV
Net charge = -1
Energy relative to the best compared isomer or geometry (same formula, charge and spin) = 1.2433 eV
Gap between HOMO and LUMO = 9.6 eV
E_tot = -68568.3003 eV

***

Entry from the Open Molecules 2025 dataset: a molecular structure, C9H7N2O5Yb (ωB97M-V/def2-TZVPD).

Each line ends with the Löwdin spin population.
Geometry (Å):
Yb  0.617  0.458  0.490  0.054
C  4.122  -0.879  4.017  0.000
C  2.802  -0.023  -0.682  0.002
C  0.165  1.328  -2.954  0.003
C  2.340  -2.493  3.222  0.000
H  0.024  -1.152  -1.871  0.000
C  1.383  -2.434  2.255  0.001
N  2.986  -1.262  3.190  0.000
C  2.394  -0.496  2.252  0.001
H  3.827  -0.885  5.072  0.000
C  -1.521  -0.626  -0.352  0.284
O  -0.330  -2.626  -0.383  0.245
O  -0.801  0.936  3.744  0.001
N  1.413  -1.186  1.684  0.001
H  4.932  -1.591  3.842  0.000
C  -0.382  0.985  2.668  0.004
H  0.654  -3.118  1.918  0.000
C  -0.497  -1.515  -0.925  0.088
O  0.050  1.886  -3.951  0.000
O  3.842  -0.327  -1.061  0.000
O  -2.646  -0.265  -0.364  0.316
H  2.680  0.561  2.049  0.000
H  4.444  0.122  3.724  0.000
H  2.599  -3.309  3.871  0.000

## Properties
2S+1 = 2
HOMO energy (alpha / beta) = -16.64 / -16.68 eV
Net charge = +2
Gap between HOMO and LUMO (alpha / beta) = 8.1 / 7.5 eV
E_tot = -54174.1255 eV

***

Entry from the Open Molecules 2025 dataset: a molecular structure, C17H18F5NO5TeZr (ωB97M-V/def2-TZVPD).

Each line ends with the natural charge from an NBO analysis.
Geometry (Å):
O  -0.929  -1.749  2.207  -1.110
H  -0.397  2.214  1.165  0.272
F  1.314  -2.007  1.243  -0.630
Te  -0.114  -3.318  1.807  3.451
O  0.674  -0.791  -3.571  -0.437
C  2.944  0.445  1.825  -0.134
F  1.153  -4.465  1.211  -0.522
H  2.233  1.898  5.180  0.228
H  3.406  -0.128  4.271  0.229
H  -4.427  -0.837  -3.881  0.270
H  -0.046  1.017  3.289  0.254
H  2.138  -2.175  3.696  0.196
N  -1.791  -0.381  -1.166  -0.543
F  -1.467  -4.485  1.485  -0.552
C  -3.088  -0.239  -0.862  0.067
O  0.656  -0.525  -1.323  -0.853
C  -3.678  -0.699  -3.113  -0.096
H  -1.986  -1.018  -4.433  0.285
C  -4.076  -0.390  -1.805  -0.138
C  0.521  1.648  1.305  -0.430
F  0.128  -3.906  3.508  -0.545
H  1.959  3.376  -0.899  0.271
H  0.306  2.804  -1.085  0.223
H  0.761  0.935  5.388  0.201
C  1.750  -1.469  4.434  -0.598
H  3.908  -0.010  2.022  0.252
H  -4.373  0.524  1.996  0.542
H  2.209  0.531  6.291  0.244
C  2.316  -0.065  4.224  -0.266
C  1.338  2.480  -0.944  -0.651
C  -2.332  -0.809  -3.430  -0.144
C  1.512  1.696  0.322  0.017
Zr  -0.217  -0.571  0.442  2.471
C  0.737  0.995  2.541  -0.226
O  -4.389  0.271  1.054  -0.569
H  2.019  -1.850  5.418  0.251
C  1.979  0.452  2.848  0.069
H  0.658  -1.442  4.387  0.202
C  0.094  -0.675  -2.546  0.764
H  1.660  1.906  -1.813  0.250
O  -2.151  0.306  1.206  -0.677
C  2.716  1.023  0.592  -0.173
C  -3.203  0.141  0.567  0.841
H  3.491  1.006  -0.164  0.259
F  -0.536  -2.712  -0.047  -0.627
C  1.850  0.888  5.328  -0.602
H  -5.119  -0.270  -1.544  0.275
C  -1.409  -0.626  -2.408  0.138

## Properties
2S+1 = 1
HOMO energy = -15.88 eV
Net charge = +2
Energy relative to the best compared isomer or geometry (same formula, charge and spin) = 1.4918 eV
Gap between HOMO and LUMO = 7.4 eV
E_tot = -51799.0588 eV

***

Entry from the Open Molecules 2025 dataset: a molecular structure, C4H9NO2 (ωB97M-V/def2-TZVPD).

Each line ends with the natural charge from an NBO analysis.
Geometry (Å):
O  1.004  -1.660  0.211  -0.736
N  0.077  -0.263  -1.344  -0.709
O  -1.071  -0.751  0.515  -0.780
C  0.974  2.146  1.067  -0.365
H  0.700  0.831  2.776  0.266
C  -1.133  -0.408  -2.150  -0.407
C  0.241  1.571  2.125  -0.221
H  0.520  2.960  0.508  0.248
H  -1.846  0.396  -1.952  0.189
H  -1.621  -1.386  -1.985  0.197
H  0.937  -0.507  -1.821  0.376
H  -0.492  2.217  2.615  0.265
H  2.061  2.184  1.076  0.277
C  0.033  -0.939  -0.069  0.817
H  -0.926  -0.322  -3.223  0.187
H  0.269  1.113  0.898  0.397

## Properties
2S+1 = 1
HOMO energy = -8.04 eV
Net charge = 0
Energy relative to the best compared isomer or geometry (same formula, charge and spin) = 5.8246 eV
Gap between HOMO and LUMO = 5.7 eV
E_tot = -9874.2360 eV

***

Entry from the Open Molecules 2025 dataset: a gas-phase ion, H5N4O4P2 (charge -1) (ωB97M-V/def2-TZVPD).

Each line ends with the natural charge from an NBO analysis.
Geometry (Å):
P  -0.127  -0.243  -1.030  2.275
N  -0.336  -1.350  0.230  -0.686
H  2.097  -0.930  -0.694  0.410
O  -1.852  1.374  1.639  -1.027
O  -0.425  -1.475  -2.064  -0.947
N  2.221  0.943  -1.182  -0.403
O  -0.798  1.007  -1.330  -1.106
H  -1.850  1.466  0.689  0.488
O  -0.540  0.652  3.592  -1.177
H  -0.259  -1.692  2.176  0.363
N  -0.524  -0.952  1.505  -0.580
H  1.510  1.666  -1.574  0.304
N  1.513  -0.210  -1.228  -0.779
P  -0.372  0.812  2.112  1.408
H  -0.257  -1.068  -2.839  0.456

## Properties
2S+1 = 1
HOMO energy (alpha / beta) = -3.70 / -3.89 eV
Net charge = -1
Energy relative to the best compared isomer or geometry (same formula, charge and spin) = 1.5444 eV
Gap between HOMO and LUMO (alpha / beta) = 7.1 / 7.3 eV
E_tot = -32810.7022 eV

***

Entry from the Open Molecules 2025 dataset: a gas-phase ion, ClH3N (charge +1) (ωB97M-V/def2-TZVPD).

Each line ends with the natural charge from an NBO analysis.
Geometry (Å):
H  0.449  0.214  0.959  0.466
H  0.288  -1.031  -0.148  0.466
N  -0.030  -0.090  0.105  -0.694
H  -1.042  -0.103  0.267  0.466
Cl  0.335  1.009  -1.183  0.296

## Properties
2S+1 = 1
SMILES string = [NH3+]Cl
HOMO energy = -18.22 eV
Net charge = +1
Gap between HOMO and LUMO = 12.3 eV
E_tot = -14052.3954 eV

***

Please write out number 3 again, unchanged.
Entry from the Open Molecules 2025 dataset: a molecular structure, C17H18F5NO5TeZr (ωB97M-V/def2-TZVPD).

Each line ends with the natural charge from an NBO analysis.
Geometry (Å):
O  -0.929  -1.749  2.207  -1.110
H  -0.397  2.214  1.165  0.272
F  1.314  -2.007  1.243  -0.630
Te  -0.114  -3.318  1.807  3.451
O  0.674  -0.791  -3.571  -0.437
C  2.944  0.445  1.825  -0.134
F  1.153  -4.465  1.211  -0.522
H  2.233  1.898  5.180  0.228
H  3.406  -0.128  4.271  0.229
H  -4.427  -0.837  -3.881  0.270
H  -0.046  1.017  3.289  0.254
H  2.138  -2.175  3.696  0.196
N  -1.791  -0.381  -1.166  -0.543
F  -1.467  -4.485  1.485  -0.552
C  -3.088  -0.239  -0.862  0.067
O  0.656  -0.525  -1.323  -0.853
C  -3.678  -0.699  -3.113  -0.096
H  -1.986  -1.018  -4.433  0.285
C  -4.076  -0.390  -1.805  -0.138
C  0.521  1.648  1.305  -0.430
F  0.128  -3.906  3.508  -0.545
H  1.959  3.376  -0.899  0.271
H  0.306  2.804  -1.085  0.223
H  0.761  0.935  5.388  0.201
C  1.750  -1.469  4.434  -0.598
H  3.908  -0.010  2.022  0.252
H  -4.373  0.524  1.996  0.542
H  2.209  0.531  6.291  0.244
C  2.316  -0.065  4.224  -0.266
C  1.338  2.480  -0.944  -0.651
C  -2.332  -0.809  -3.430  -0.144
C  1.512  1.696  0.322  0.017
Zr  -0.217  -0.571  0.442  2.471
C  0.737  0.995  2.541  -0.226
O  -4.389  0.271  1.054  -0.569
H  2.019  -1.850  5.418  0.251
C  1.979  0.452  2.848  0.069
H  0.658  -1.442  4.387  0.202
C  0.094  -0.675  -2.546  0.764
H  1.660  1.906  -1.813  0.250
O  -2.151  0.306  1.206  -0.677
C  2.716  1.023  0.592  -0.173
C  -3.203  0.141  0.567  0.841
H  3.491  1.006  -0.164  0.259
F  -0.536  -2.712  -0.047  -0.627
C  1.850  0.888  5.328  -0.602
H  -5.119  -0.270  -1.544  0.275
C  -1.409  -0.626  -2.408  0.138

## Properties
2S+1 = 1
HOMO energy = -15.88 eV
Net charge = +2
Energy relative to the best compared isomer or geometry (same formula, charge and spin) = 1.4918 eV
Gap between HOMO and LUMO = 7.4 eV
E_tot = -51799.0588 eV

***

The highest E_tot belongs to which entry?
C4H9NO2

***

Number 4 is which compound?
C4H9NO2

***

Which of these has the highest 2S+1?
C9H7N2O5Yb